Density functional theory data (wB97M-V/def2-TZVPD) for a 3-piece molecular cluster, C33H63N4O6Si overall in a non-equilibrium geometry.

```
107
Properties=species:S:1:pos:R:3:forces:R:3:mulliken_charge:R:1
C -2.64278 -5.38059 -0.69418 -0.494 0.022 0.695 -0.77
C -3.26970 -5.55061 0.80251 1.037 -0.903 0.004 -0.84
C -2.59593 -4.57166 1.87599 0.320 0.019 -0.111 -0.52
C -3.18858 -3.04826 1.82039 0.785 -0.959 -0.894 -0.60
C -2.08545 -2.15357 1.11963 3.809 4.259 -4.189 0.08
N -2.10830 -1.60139 -0.20578 0.217 -0.022 0.893 -0.41
C -0.93336 -0.82589 -0.55700 -0.644 -2.753 5.354 0.59
N -0.60717 -0.14428 -1.65561 -1.706 0.094 -0.526 0.32
C -1.59075 -0.20680 -2.80700 -1.248 -1.185 -1.614 -1.04
C -0.92032 -0.87569 -4.13788 0.199 -0.603 0.700 -0.05
C -1.96798 -1.79552 -4.94125 0.044 0.427 0.193 -0.97
C 0.61223 0.66505 -1.89311 1.394 1.428 -1.447 0.52
C 0.40357 1.90335 -2.92267 -0.964 2.600 -1.684 0.31
C -0.61951 3.04798 -2.57765 2.313 0.546 -3.850 -0.49
C -0.75711 4.24945 -3.57405 2.147 -2.612 -0.280 -0.78
C 0.09003 4.33710 -4.89658 0.373 -2.963 2.614 -0.70
C 1.08921 3.18910 -5.20982 -1.419 -0.084 2.014 0.50
C 2.05075 3.16084 -6.50979 0.276 0.028 1.480 -1.00
C 1.23227 1.99999 -4.22777 -2.269 1.926 1.379 -0.64
N -0.12569 -0.96940 0.63691 0.779 0.646 -1.348 0.53
C 1.21712 -0.52656 1.05058 2.442 1.811 0.397 -1.32
C 1.22709 0.86416 1.90559 0.540 -0.253 0.207 -0.25
O 0.36485 1.88173 1.34774 1.577 0.234 0.023 -0.37
Si 1.22949 3.41224 1.17629 -0.743 0.963 -0.474 1.00
C 1.67006 4.12473 2.90257 0.001 -0.479 -0.398 -0.96
C 0.06439 4.70937 0.33080 -0.852 0.314 -0.075 -1.06
C 2.76211 3.24658 0.00465 1.073 -0.349 -0.269 -0.99
N -0.78587 -1.68663 1.57898 -4.909 -3.807 1.376 0.10
C -0.48077 -2.09806 2.96595 -0.417 2.222 3.119 -0.73
C -1.52316 -1.22739 4.03090 -1.013 3.240 -0.940 0.07
C -2.01744 0.26049 3.42821 2.841 -1.505 3.586 -0.13
O -0.94301 0.04598 4.60030 -0.996 -3.219 -2.803 -0.41
H -2.63865 -6.41166 -1.21148 -0.092 1.797 0.681 0.36
H -1.56076 -4.99426 -0.63424 -1.616 -0.604 -0.083 0.17
H -3.27633 -4.62701 -1.27390 1.028 -1.091 0.561 0.26
H -4.41123 -5.50425 0.80768 1.575 0.152 -0.038 0.34
H -2.99660 -6.62500 1.12506 -0.489 1.670 -0.341 0.35
H -1.47436 -4.51938 1.62067 -1.603 -0.223 0.418 0.32
H -2.66148 -4.98377 2.95114 -0.133 0.619 -1.727 0.35
H -3.47482 -2.72751 2.87390 0.505 0.022 -1.657 0.16
H -4.11570 -3.10971 1.13422 1.588 0.645 1.120 0.46
H -2.08572 0.80179 -3.02195 1.139 -1.256 0.423 0.27
H -2.47531 -0.91717 -2.58080 1.710 1.136 0.307 0.55
H -0.42167 -0.10978 -4.81727 -0.740 -0.951 1.031 0.17
H -0.11505 -1.59288 -3.72221 -0.978 1.191 -0.779 0.13
H -1.69270 -1.86435 -6.04833 -0.390 0.139 1.593 0.33
H -3.01745 -1.34416 -4.84498 1.424 -0.723 -0.275 0.35
H -1.96410 -2.85463 -4.51697 -0.127 1.471 -0.554 0.13
H 1.38810 -0.01136 -2.39740 -0.890 0.921 0.870 0.27
H 1.05866 1.17038 -0.97358 -1.007 -1.134 -0.984 -0.89
H -1.26208 3.06375 -1.64147 1.071 -0.256 -1.403 0.70
H -1.49071 5.07958 -3.26448 1.339 -1.398 -0.773 0.32
H -0.01285 5.24854 -5.59208 0.185 -1.733 1.243 0.30
H 1.87576 2.22537 -7.15380 0.048 1.605 0.903 0.26
H 3.12194 3.07649 -6.08092 -1.633 0.116 -0.810 0.28
H 2.01491 4.13767 -7.09854 -0.214 -1.516 0.721 0.34
H 1.97246 1.14042 -4.43761 -1.275 1.622 0.209 0.27
H 1.79259 -1.27599 1.71899 -1.412 0.791 -1.215 0.50
H 1.95440 -0.33778 0.18063 -1.791 -0.632 1.029 0.41
H 0.96041 0.64580 2.99895 0.144 0.372 -1.484 0.29
H 2.31721 1.26237 1.88789 -1.456 -1.020 0.132 0.50
H 2.75569 3.81917 3.11851 -1.675 0.704 0.224 0.29
H 0.91482 3.68457 3.64350 1.296 0.728 -0.753 0.10
H 1.52713 5.26138 2.82901 0.473 -1.715 0.348 0.29
H -0.10600 5.61498 1.01881 0.299 -1.376 -0.912 0.40
H 0.51283 5.11948 -0.65105 -0.870 -0.841 1.473 0.24
H -0.98248 4.25075 0.15220 1.643 0.852 0.080 0.22
H 3.74672 3.44879 0.57806 -1.535 -0.314 -0.903 0.35
H 2.87022 2.20138 -0.45328 -0.086 1.358 0.592 0.23
H 2.72356 3.98174 -0.88085 -0.095 -1.083 1.431 0.34
H 0.52107 -1.75686 3.38208 -1.138 -0.632 -1.027 0.40
H -0.65380 -3.19938 3.20162 0.309 1.464 -0.936 0.32
H -2.31745 -1.85762 4.67131 2.231 1.599 -1.213 0.35
H -2.57417 0.96521 4.13397 -0.565 -1.350 -2.146 0.42
H -1.55764 0.58651 2.43999 -0.689 -0.253 1.518 -0.18
C 1.00732 7.27504 8.05088 -0.059 -0.026 0.221 -0.71
O 1.18068 5.97301 8.60082 -0.034 -0.003 -0.521 -0.38
C 0.76295 4.94399 7.70599 0.390 -0.109 0.451 -0.55
C 1.94344 4.34737 6.94163 -0.185 0.364 -0.249 -0.34
O 2.56262 5.30898 6.08665 -0.107 -0.092 0.410 -0.28
C 3.70296 5.91417 6.68206 0.150 -0.040 -0.226 -0.85
H 1.63930 7.96564 8.60981 -0.051 -0.081 0.052 0.26
H 1.29092 7.32097 6.99784 0.003 -0.067 0.002 0.29
H -0.03701 7.58408 8.16041 0.008 0.068 -0.068 0.32
H -0.00308 5.31796 7.01803 0.093 -0.005 -0.047 0.31
H 0.31179 4.15534 8.31992 0.012 0.037 -0.090 0.38
H 1.57144 3.54355 6.30297 -0.031 -0.080 -0.046 0.29
H 2.68124 3.91530 7.62821 -0.103 0.095 0.032 0.33
H 4.56967 5.25393 6.56402 0.038 0.065 0.090 0.31
H 3.55826 6.13314 7.74077 -0.082 -0.039 -0.008 0.36
H 3.90218 6.85019 6.15743 -0.042 -0.096 -0.028 0.26
C -0.47117 -5.17153 -3.58824 -0.149 0.072 -0.263 -0.98
O -0.54259 -5.30684 -5.00221 0.304 -0.130 0.364 -0.35
C 0.69809 -5.72523 -5.57229 -0.408 -0.154 -0.370 -0.50
C 0.72343 -7.23138 -5.82451 0.197 0.056 0.401 -0.52
O 0.64136 -7.97366 -4.60732 -0.260 0.375 -0.196 -0.39
C -0.68317 -8.39702 -4.31358 0.124 -0.271 0.017 -0.69
H -1.48750 -5.19267 -3.19397 0.011 0.047 -0.096 0.21
H 0.09778 -5.97844 -3.12245 0.027 -0.015 -0.050 0.68
H -0.01309 -4.20896 -3.33424 0.063 0.028 0.124 0.29
H 1.53718 -5.41811 -4.93874 -0.033 -0.098 0.016 0.33
H 0.79337 -5.20942 -6.53507 0.033 -0.051 0.083 0.36
H 1.67536 -7.48779 -6.29255 0.049 -0.011 -0.036 0.38
H -0.07816 -7.53111 -6.50994 0.014 0.127 0.075 0.32
H -0.90957 -9.30656 -4.88088 -0.111 0.045 0.040 0.33
H -1.42916 -7.63438 -4.54246 0.050 0.056 -0.045 0.28
H -0.73650 -8.62702 -3.24785 0.087 -0.025 -0.067 0.24
```
Positions in Å, forces in eV/Å.

E_LUMO in eV: -2.59
Total charge: +1
Kohn-Sham gap in eV: 8.07
Multiplicity: 1
Total energy in eV: -61346.8181